1.
DFT (ωB97M-V/def2-TZVPD) results for a structure of composition CH5ClO4Pb in a non-equilibrium geometry.

Output
LUMO energy in eV: -0.999
HOMO energy in eV: -9.119
Gap between HOMO and LUMO in eV: 8.1

The geometry in XYZ format:
```
12
Properties=species:S:1:pos:R:3:forces:R:3:mulliken_charge:R:1
Pb 1.017820 -1.186268 0.241747 0.2 -0.1 -0.4 0.9056
C 0.695926 -0.215211 -1.752516 -0.9 -0.9 -0.8 -1.2923
H 1.679063 -0.064808 -2.222227 -0.2 0.0 0.2 0.3654
H 0.150440 -0.990421 -2.316741 0.2 0.3 -0.3 0.4056
H 0.094931 0.704329 -1.786636 0.5 -0.4 0.3 0.2371
H -1.841140 1.227293 -1.278900 -0.4 -0.3 0.5 -0.0052
H -2.185747 0.860401 -0.710183 0.2 0.3 -0.4 0.0252
O 0.156802 2.644229 1.424090 0.3 -0.7 0.6 -0.5415
Cl 0.810559 1.398756 1.651729 -0.1 0.0 -1.0 1.6998
O 1.683218 1.349755 2.782913 -0.5 0.2 -0.7 -0.5304
O -0.199490 0.274828 1.778150 0.9 1.0 -0.4 -0.6537
O 1.570119 1.072418 0.355473 -0.2 0.4 2.4 -0.6155
```
Positions in Å, forces in eV/Å.

---

2.
DFT (ωB97M-V/def2-TZVPD) results for an isolated molecule of C7H12BN3O4 in a non-equilibrium geometry.

Output
LUMO energy in eV: 0.120
HOMO energy in eV: -9.627
Gap between HOMO and LUMO in eV: 9.7

The geometry in XYZ format:
```
27
Properties=species:S:1:pos:R:3:forces:R:3:mulliken_charge:R:1
N 1.183176 0.376385 3.238399 0.5 0.5 -6.5 -0.5444
C 1.288955 0.429112 2.032789 0.0 -0.9 3.1 0.0492
C 1.543939 0.316576 0.434747 0.3 1.4 1.4 0.2816
B 2.638292 -0.875158 0.185680 2.3 -2.3 -0.5 0.5520
O 2.557866 -2.202811 0.807096 -0.7 2.1 -1.6 -0.5968
O 3.814830 -0.673376 -0.653589 -1.8 -0.4 2.4 -0.5650
C 0.173032 0.141320 -0.413736 -0.5 -1.4 0.2 1.4536
C 0.343401 -1.251044 -1.243315 -1.6 -3.1 -2.2 -0.5708
N 0.248449 -2.282695 -1.881858 0.9 5.7 3.6 -0.5596
C -1.107833 -0.064264 0.576392 -1.1 -0.5 -0.2 -0.9519
C -2.477414 -0.380729 -0.220183 -0.4 0.1 -0.2 -0.3760
N -3.533487 -0.903248 0.741706 0.9 0.6 -0.8 -0.6263
C -0.062720 1.282024 -1.531075 0.3 -0.9 -0.9 -0.6991
O 0.302188 2.621911 -1.117255 1.0 -1.7 -2.5 -0.2393
O -0.231733 2.929601 0.099507 0.0 0.4 2.7 -0.3193
H 2.087761 1.306620 0.158515 -1.1 -1.6 0.3 0.2026
H 2.088440 -2.825284 0.203596 0.5 0.5 0.7 0.3093
H 4.502021 -1.350308 -0.407801 -1.2 0.7 -0.5 0.3363
H -1.313397 0.874933 1.221793 0.7 -1.4 -1.2 0.4404
H -0.956872 -0.952969 1.305793 0.1 1.4 -1.3 0.4108
H -2.902700 0.554661 -0.755542 1.0 -1.2 0.8 0.2616
H -2.372327 -1.196130 -1.025181 0.3 1.2 1.2 0.2174
H -3.452833 -0.441759 1.659511 -0.4 -0.1 -0.8 0.2264
H -4.439996 -0.716648 0.288551 0.5 -0.1 0.8 0.2561
H -1.136372 1.247007 -1.968723 1.7 0.0 1.1 0.3145
H 0.641118 1.018095 -2.417910 -1.1 0.8 1.5 0.3750
H 0.574229 3.018176 0.682089 -1.1 -0.1 -0.7 0.3617
```
Positions in Å, forces in eV/Å.

---

3.
DFT (ωB97M-V/def2-TZVPD) results for a structure of composition C21H43GdN2P3S in a non-equilibrium geometry.

Output
Spin multiplicity: 8
LUMO energy (spin up / spin down) in eV: -7.539 / -11.755
Total charge: +3
HOMO energy (spin up / spin down) in eV: -13.919 / -16.204
Gap between HOMO and LUMO (spin up / spin down) in eV: 6.4 / 4.4

The geometry in XYZ format:
```
71
Properties=species:S:1:pos:R:3:forces:R:3:mulliken_charge:R:1
Gd 2.853345 0.753955 0.306067 1.3 1.9 -1.5 0.9832
P -1.157425 -1.636928 -1.319632 -0.4 0.0 -0.3 0.8083
P 1.637550 1.362782 -2.110682 -0.3 0.3 -1.4 0.8312
P -2.096960 -0.996106 3.008995 0.0 -0.4 -0.1 1.3061
H 1.524570 3.093118 1.620644 -0.6 -0.2 0.0 0.5523
C 1.035503 2.293089 2.202796 -0.7 0.4 1.0 -0.5113
C 1.843487 1.010513 2.241610 -1.2 0.1 1.8 -1.3184
H 2.731472 1.182861 2.889979 -0.5 0.0 0.1 0.4103
C -2.765345 -0.834783 -1.739738 0.1 0.0 0.1 -1.1814
C -0.615310 -2.085098 -3.025256 0.2 0.0 0.1 -1.2469
C -1.789695 -3.304204 -0.831576 0.2 0.0 0.0 -1.3303
C 2.702022 2.818674 -2.507942 0.1 0.0 0.1 -1.3541
C 2.114151 0.209850 -3.457632 0.1 -0.4 0.0 -1.1962
C -0.006426 1.963194 -2.603881 -0.5 0.2 0.1 -0.8063
C -2.001886 -0.605471 4.758671 0.3 0.2 0.1 -1.2133
C -0.928853 -2.291894 2.605656 0.3 0.1 -0.1 -0.7840
C -3.777237 -1.545004 2.680693 -0.4 0.3 -0.2 -1.1772
H 0.940686 2.697891 3.227731 0.1 0.1 -0.2 0.5702
H 1.253564 0.180902 2.634990 0.1 -0.1 0.2 0.1796
H -3.354532 -1.463206 -2.423243 0.1 0.3 0.2 0.3923
H -2.571878 0.144365 -2.199876 -0.2 -0.3 0.1 0.3175
H -3.331606 -0.668640 -0.813486 0.0 0.0 -0.2 0.2548
H -1.313012 -2.817677 -3.454017 0.2 0.3 0.0 0.5170
H 0.389802 -2.528330 -2.981930 -0.3 0.1 -0.2 0.3227
H -0.575760 -1.189310 -3.658736 0.0 -0.3 0.1 0.2935
H -2.256040 -3.788485 -1.701786 0.0 0.0 0.4 0.4789
H -2.521413 -3.220914 -0.016633 0.1 -0.1 -0.2 0.2801
H -0.945407 -3.917610 -0.484072 -0.3 0.0 -0.1 0.3684
H 3.092909 2.697057 -3.530094 -0.1 0.3 0.4 0.4231
H 3.550348 2.877339 -1.807196 0.0 0.1 -0.3 0.4021
H 2.129995 3.750997 -2.417360 0.2 -0.2 -0.1 0.3378
H 1.339796 0.170534 -4.233160 0.3 0.1 0.1 0.3836
H 2.247733 -0.802893 -3.049473 0.0 0.3 -0.3 0.1388
H 3.057997 0.548030 -3.903616 -0.2 -0.2 0.1 0.4829
H 0.106948 2.798870 -3.304646 -0.1 -0.3 0.0 0.5532
H -0.555454 2.329971 -1.726435 0.1 -0.1 -0.2 -0.0911
H -0.600380 1.164725 -3.062591 0.2 0.2 0.1 0.2759
H -2.846927 -1.081944 5.273683 0.3 0.2 -0.1 0.4278
H -2.054108 0.482940 4.869509 -0.1 -0.2 0.3 0.4086
H -1.064304 -0.979167 5.189952 -0.2 0.2 -0.1 0.4182
H -1.089551 -3.128660 3.298645 0.1 0.1 -0.2 0.4883
H 0.083163 -1.874864 2.730579 -0.2 -0.3 0.0 0.2765
H -1.064599 -2.618265 1.563642 0.1 0.1 0.4 -0.0711
H -4.312141 -1.613879 3.638285 0.1 0.0 -0.3 0.4279
H -3.795555 -2.528664 2.192790 0.1 0.3 0.0 0.3629
H -4.275544 -0.794370 2.052621 -0.1 -0.4 0.1 0.4047
C -1.186845 3.414970 0.673721 0.1 -0.7 0.4 0.8303
C -2.542532 3.546791 0.290985 -0.5 0.4 0.1 -0.4162
C -2.952177 4.646897 -0.457829 -0.4 -0.8 0.3 -0.6518
C -2.031756 5.592477 -0.920594 -0.2 0.1 0.1 -0.4896
C -0.674525 5.398794 -0.643794 0.7 -0.5 0.4 -0.7004
C -0.249194 4.309578 0.122682 0.4 0.8 -0.3 -0.3419
S -0.837296 2.171603 1.878545 1.9 1.8 -1.6 0.2316
H -1.727542 0.150177 2.218549 -0.6 -1.1 0.6 -0.4355
H -3.264686 2.808383 0.643892 0.1 0.3 -0.1 0.4369
H -4.019339 4.759931 -0.647433 0.3 0.0 -0.1 0.4314
H -2.378759 6.476881 -1.469745 0.2 -0.4 0.2 0.4469
H 0.071711 6.112965 -1.000349 -0.3 -0.3 0.1 0.4616
H 0.821076 4.185634 0.304695 -0.5 0.2 0.0 0.3086
C 3.306772 -4.865655 -0.472411 0.1 -0.6 -0.2 -0.8638
N 3.259005 -3.507800 0.056459 0.3 0.5 0.5 0.1438
C 4.146155 -2.953795 0.976519 -0.2 0.0 -0.3 -0.9142
C 3.749051 -1.670978 1.194862 -0.8 -0.8 -0.6 -0.2276
N 2.602849 -1.432635 0.409228 0.1 -2.6 -0.2 -0.0114
C 2.348544 -2.575207 -0.260395 0.7 0.8 0.9 0.1823
H 4.200289 -5.011693 -1.096693 -0.3 0.2 0.2 0.3439
H 3.330428 -5.598841 0.345352 -0.1 0.3 -0.2 0.3596
H 2.411795 -5.025022 -1.084428 0.3 0.0 0.2 0.2891
H 4.987508 -3.495297 1.374401 -0.1 -0.2 0.0 0.4599
H 4.141380 -0.925787 1.888350 0.0 -0.3 -0.2 0.4543
H 1.520396 -2.727662 -0.947412 0.3 0.1 0.2 -0.1252
```
Positions in Å, forces in eV/Å.

---

4.
DFT (ωB97M-V/def2-TZVPD) results for an isolated molecule of C3H5IS in a non-equilibrium geometry.

Output
LUMO energy in eV: -0.544
HOMO energy in eV: -8.543
Gap between HOMO and LUMO in eV: 8.0

The geometry in XYZ format:
```
10
Properties=species:S:1:pos:R:3:forces:R:3:mulliken_charge:R:1
C -0.936135 1.043328 -0.849174 1.8 1.8 0.6 -0.6558
C -0.269331 0.366024 0.040146 3.4 0.6 0.7 0.4529
C -0.328856 -0.960996 0.617491 3.4 -1.2 0.5 -1.0331
S 1.689117 1.287174 0.429092 -2.2 -1.2 -0.3 -0.2568
I 3.264287 -0.466038 -0.078823 -0.5 0.4 0.1 0.0595
H -0.485347 2.016296 -1.039113 -0.3 -0.1 -0.5 0.1970
H -1.793774 0.793595 -1.379291 -1.6 -0.7 -0.4 0.3361
H -1.244640 -1.330376 0.438949 -3.5 -1.6 -1.6 0.4183
H 0.483054 -1.648512 0.101582 -1.6 1.3 1.4 0.2168
H -0.378373 -1.100492 1.719138 1.1 0.7 -0.5 0.2651
```
Positions in Å, forces in eV/Å.